C40H100O20 | ωB97M-V/def2-TZVPD

Last column: Löwdin charge in e.
Cartesian coordinates (Å):
C1 1.95244 3.29284 4.25108  -0.08
O1 3.19877 3.46619 4.91150  -0.16
C2 4.07960 2.47010 4.66054  -0.26
C3 3.87385 1.22811 5.46088  -0.22
O2 2.60087 0.66668 5.24948  -0.18
C4 2.50584 -0.48971 5.97858  -0.12
H1 2.15665 2.85435 3.26021  0.09
H2 1.46334 4.25049 4.14966  0.08
H3 1.36440 2.52593 4.76486  0.08
H4 5.03308 2.90009 4.96900  0.14
H5 4.10422 2.18803 3.59671  0.12
H6 4.04916 1.38858 6.54123  0.14
H7 4.65311 0.49463 5.19279  0.10
H8 3.13507 -1.25254 5.52337  0.07
H9 1.47141 -0.83321 5.94440  0.10
H10 2.70838 -0.26716 7.03123  0.10
C5 2.01716 -0.31316 -0.02165  -0.12
O3 0.77669 0.12618 -0.46838  -0.19
C6 0.01806 -1.02470 -0.85920  -0.18
C7 -1.34055 -0.65375 -1.41085  -0.17
O4 -2.35157 -0.33799 -0.46641  -0.20
C8 -2.11846 0.76889 0.32223  -0.12
H11 2.55263 -0.90757 -0.77993  0.08
H12 1.96597 -1.01462 0.82752  0.08
H13 2.61623 0.54596 0.26426  0.08
H14 -0.06614 -1.67660 0.02247  0.13
H15 0.59015 -1.55865 -1.63288  0.10
H16 -1.81096 -1.41637 -2.01965  0.11
H17 -1.21446 0.27156 -2.01239  0.13
H18 -2.09030 1.65744 -0.31553  0.09
H19 -1.17923 0.68194 0.86864  0.09
H20 -2.77238 0.85221 1.19299  0.09
C9 5.47774 -1.19398 0.44567  -0.12
O5 5.44546 -1.89623 1.65821  -0.18
C10 5.89374 -1.13863 2.78565  -0.17
C11 5.65160 -2.00002 3.98541  -0.22
O6 5.62536 -1.26379 5.18025  -0.21
C12 5.57412 -2.16051 6.23300  -0.13
H21 4.97780 -1.76215 -0.35633  0.07
H22 6.51380 -1.15691 0.06986  0.09
H23 4.96958 -0.22631 0.35155  0.08
H24 5.30155 -0.21140 2.92818  0.13
H25 6.93320 -0.81457 2.64237  0.14
H26 6.43684 -2.77673 4.08071  0.14
H27 4.73828 -2.59466 3.86093  0.11
H28 4.81206 -2.94177 6.07607  0.09
H29 5.23357 -1.68440 7.15636  0.09
H30 6.55240 -2.61222 6.43684  0.10
C13 -4.42346 -5.06174 -0.92435  -0.07
O7 -4.53707 -6.19476 -1.77374  -0.15
C14 -3.41872 -6.63249 -2.37229  -0.27
C15 -2.79877 -5.67290 -3.37187  -0.22
O8 -2.07650 -4.68055 -2.70339  -0.18
C16 -1.51688 -3.80097 -3.62207  -0.13
H31 -5.31253 -5.10742 -0.31174  0.07
H32 -4.34632 -4.10996 -1.44838  0.08
H33 -3.53272 -5.14979 -0.28531  0.10
H34 -3.61240 -7.58052 -2.87928  0.13
H35 -2.62325 -6.93634 -1.66202  0.14
H36 -3.61147 -5.16970 -3.91311  0.14
H37 -2.15217 -6.23834 -4.05688  0.13
H38 -0.79014 -3.15486 -3.12227  0.07
H39 -2.24526 -3.10057 -4.06801  0.10
H40 -1.00220 -4.34336 -4.42427  0.09
C17 0.13853 -5.45202 5.66666  -0.09
O9 1.45065 -5.98940 5.68236  -0.16
C18 2.03689 -6.07956 4.45152  -0.26
C19 2.41347 -4.77249 3.82065  -0.24
O10 1.29738 -4.05774 3.43322  -0.18
C20 1.61834 -3.08569 2.48842  -0.12
H41 0.15195 -4.36600 5.51608  0.08
H42 -0.33227 -5.63797 6.63013  0.09
H43 -0.46492 -5.90061 4.86645  0.09
H44 1.37368 -6.64619 3.76846  0.13
H45 2.90477 -6.73844 4.51563  0.13
H46 3.12460 -4.98714 3.00804  0.13
H47 3.00394 -4.22819 4.57982  0.12
H48 0.86681 -2.29356 2.54036  0.09
H49 1.63930 -3.47985 1.47067  0.10
H50 2.54956 -2.58419 2.77718  0.08
C21 6.97430 1.88915 -1.75679  -0.11
O11 6.70751 1.69502 -3.11678  -0.17
C22 5.44477 1.12129 -3.36714  -0.20
C23 4.32410 2.09822 -3.16416  -0.23
O12 3.85428 1.94696 -1.85983  -0.22
C24 2.60014 2.58581 -1.67865  -0.10
H51 7.75242 2.64881 -1.65016  0.09
H52 7.30055 0.96213 -1.26891  0.08
H53 6.12036 2.30741 -1.20672  0.08
H54 5.27475 0.28171 -2.68205  0.12
H55 5.50470 0.79342 -4.39984  0.13
H56 3.49911 1.86476 -3.84960  0.12
H57 4.68710 3.12165 -3.29356  0.14
H58 1.80557 1.98745 -2.15148  0.08
H59 2.60713 3.56829 -2.18195  0.09
H60 2.30535 2.74646 -0.64545  0.09
C25 -5.05902 8.16324 -5.95042  -0.12
O13 -4.40289 8.15452 -4.70435  -0.18
C26 -4.38824 6.91004 -4.07502  -0.24
C27 -3.32296 6.96477 -3.01350  -0.21
O14 -3.38315 5.90440 -2.09518  -0.19
C28 -2.75633 4.71971 -2.52771  -0.10
H61 -6.12452 7.86762 -5.91753  0.09
H62 -4.60021 7.47873 -6.69083  0.09
H63 -5.01464 9.16896 -6.36646  0.09
H64 -4.23912 6.09637 -4.80854  0.12
H65 -5.35871 6.68187 -3.60631  0.14
H66 -3.57763 7.84800 -2.41273  0.14
H67 -2.30653 7.15627 -3.37727  0.13
H68 -3.11281 4.33848 -3.49642  0.09
H69 -3.01856 3.96534 -1.78688  0.06
H70 -1.66570 4.82855 -2.58534  0.09
C29 -6.36408 -3.27983 1.51682  -0.10
O15 -5.88529 -2.66700 0.34513  -0.20
C30 -6.05336 -1.28759 0.37916  -0.22
C31 -5.73806 -0.76220 -1.01005  -0.23
O16 -5.80701 0.62593 -0.99452  -0.18
C32 -5.21980 1.18923 -2.13897  -0.12
H71 -6.09640 -2.67764 2.38836  0.09
H72 -5.93131 -4.27181 1.62065  0.08
H73 -7.44806 -3.42201 1.42175  0.10
H74 -5.36275 -0.82164 1.10185  0.13
H75 -7.08028 -0.98615 0.63377  0.13
H76 -6.50522 -1.18105 -1.69629  0.14
H77 -4.80799 -1.15586 -1.44078  0.12
H78 -5.52313 0.75624 -3.10185  0.09
H79 -4.12567 1.04795 -2.04048  0.08
H80 -5.34605 2.27077 -2.21735  0.08
C33 -2.76084 4.80168 1.89824  -0.10
O17 -3.18006 3.58130 1.36215  -0.19
C34 -4.37563 3.58378 0.61882  -0.21
C35 -5.58433 3.72650 1.49000  -0.23
O18 -5.74828 4.99755 2.05314  -0.20
C36 -6.79037 5.05805 3.01595  -0.09
H81 -2.34932 5.42683 1.08614  0.09
H82 -1.99342 4.64942 2.64763  0.08
H83 -3.60506 5.36724 2.29190  0.08
H84 -4.43440 2.60470 0.14960  0.10
H85 -4.36048 4.40777 -0.10924  0.12
H86 -5.70442 2.86271 2.17264  0.14
H87 -6.46481 3.52406 0.82049  0.14
H88 -6.59118 4.35205 3.83606  0.09
H89 -7.74053 4.75427 2.54371  0.09
H90 -6.84788 6.07064 3.39037  0.08
C37 3.63389 -1.80410 -6.85156  -0.10
O19 3.54376 -1.16173 -5.59855  -0.20
C38 2.20796 -0.92206 -5.20030  -0.20
C39 2.13909 -0.89196 -3.69684  -0.22
O20 2.27048 -2.14467 -3.07498  -0.21
C40 3.61534 -2.63119 -2.95029  -0.07
H91 3.26629 -2.84062 -6.76870  0.09
H92 4.67963 -1.84910 -7.13252  0.09
H93 3.00876 -1.30967 -7.60179  0.09
H94 1.48128 -1.68503 -5.50396  0.13
H95 1.89949 0.07483 -5.55097  0.13
H96 1.15282 -0.53526 -3.36894  0.12
H97 2.82070 -0.19055 -3.18927  0.11
H98 4.26431 -1.86074 -2.51578  0.07
H99 3.98157 -3.01046 -3.90494  0.08
H100 3.57603 -3.46552 -2.24604  0.09

Summary:
- Max |F|: 2.8 eV Å⁻¹
- Electronic energy: -84037.8549 eV
- Kohn-Sham gap: 9.514 eV
- Structure (SMILES): COCCOC.COCCOC.COCCOC.COCCOC.COCCOC.COCCOC.COCCOC.COCCOC.COCCOC.COCCOC